No. 1
The following is a quantum chemistry calculation of the molecule C4H8N2, from the OMol25 dataset.

Energy relative to the best compared isomer or geometry (same formula, charge and spin), kcal/mol: 86.73
HOMO-LUMO gap (spin up / spin down), eV: 7.89 / 6.68
Lowest unoccupied orbital energy (spin up / spin down), eV: 0.21 / -0.03

Geometry (Å):
C  -0.27724  1.30526  0.53760
N  -0.38656  0.05437  -0.19436
C  -1.51536  -0.82231  0.09278
C  0.64952  -0.36657  -0.88731
C  2.07490  -0.14311  -0.41243
N  2.63485  0.75330  0.21305
H  -1.10915  1.39169  1.23926
H  -0.29032  2.15003  -0.15427
H  0.70512  1.33006  1.04473
H  -1.40354  -1.22809  1.10632
H  -1.51648  -1.65315  -0.61567
H  -2.46072  -0.28062  0.02456
H  0.48666  -1.28017  -1.46033
H  2.40834  -1.21068  -0.53394

natural (NBO) atomic charge list, values in e, 8 entries: -0.434, -0.321, -0.404, 0.033, -0.128, -0.416, 0.203, 0.218



No. 2
The following is a quantum chemistry calculation of a structure of composition C12H16BCl3CrF4N2O6PTe, from the OMol25 dataset.

Multiplicity: 5
Energy relative to the best compared isomer or geometry (same formula, charge and spin), kcal/mol: 0.00
HOMO-LUMO gap (spin up / spin down), eV: 6.91 / 7.04
Net charge: -1
Lowest unoccupied orbital energy (spin up / spin down), eV: 1.94 / 1.88

Geometry (Å):
Cr  -0.88746  -0.77675  -0.45876
C  -3.10238  4.76594  -1.21197
C  -3.45619  3.51139  -0.44457
O  -2.39648  3.18565  0.47648
P  -1.45961  1.92756  0.15378
O  -2.19410  0.63774  0.42983
Te  -0.57674  1.74268  -2.03530
O  -0.27526  2.15749  1.20529
C  -0.49351  1.81758  2.59114
C  -0.76384  3.06649  3.40306
H  -3.92396  5.03855  -1.87690
H  -2.20986  4.59502  -1.81347
H  -2.91632  5.59254  -0.52517
H  -3.62935  2.67239  -1.12242
H  -4.35091  3.65121  0.16228
H  0.41798  1.31902  2.92164
H  -1.30687  1.09440  2.66320
H  0.06911  3.76561  3.31929
H  -0.89603  2.80470  4.45460
H  -1.66851  3.56013  3.04940
Cl  -1.90810  -2.31943  3.78634
C  -0.77624  -3.31131  2.86122
Cl  -1.45523  -4.91700  2.63337
Cl  0.75876  -3.43854  3.77691
C  -0.39712  -2.66143  1.48016
O  -0.00758  -3.41498  0.60930
O  -0.54104  -1.39864  1.43444
F  -3.35611  -3.41785  -2.29084
B  -2.91747  -2.18910  -1.87010
F  -1.50595  -2.01939  -2.25458
F  -3.63384  -1.14334  -2.41448
F  -2.87150  -2.09373  -0.45278
N  6.18178  -1.31479  -1.50663
C  5.22233  -2.08107  -2.10733
O  5.49856  -2.92661  -2.93358
C  3.81652  -1.80921  -1.67520
C  2.78167  -2.13731  -2.53728
C  1.48091  -1.85533  -2.16506
N  1.17983  -1.28911  -0.99514
C  2.16716  -1.00872  -0.14764
C  3.49423  -1.24372  -0.44615
H  7.11404  -1.39753  -1.87469
H  5.93131  -0.45509  -1.05203
H  3.00389  -2.60354  -3.48652
H  0.63945  -2.08470  -2.80461
H  1.86672  -0.58342  0.80214
H  4.25330  -1.01441  0.28930

natural (NBO) atomic charge list, values in e, 8 entries: 1.282, -0.631, -0.066, -0.833, 2.012, -1.143, -0.493, -0.837



No. 3
The following is a quantum chemistry calculation of a cluster of 14 separate species, C51H78N13O14 in total at a distorted geometry, from the OMol25 dataset.

Energy relative to the best compared isomer or geometry (same formula, charge and spin), kcal/mol: 0.00
HOMO-LUMO gap, eV: 7.76
Net charge: +1
Lowest unoccupied orbital energy, eV: -1.67

Geometry (Å):
C  -0.27194  3.11197  -1.86008
C  -0.85100  1.76349  -1.41138
C  0.22109  0.66205  -1.17939
N  -0.29433  -0.25841  -0.04086
C  0.86639  -1.23536  0.18505
C  0.55434  -2.39133  1.12680
C  -0.61882  -3.27748  0.63455
C  -1.83874  -2.30884  0.32158
C  -1.52726  -1.06124  -0.49249
C  -0.55746  0.55080  1.25351
H  -0.08688  3.79222  -1.02782
H  -1.03822  3.66860  -2.40172
H  0.65862  2.93392  -2.39896
H  -1.41469  1.34977  -2.25035
H  -1.54467  1.88992  -0.58442
H  1.17431  1.14840  -0.97602
H  0.27391  0.02215  -2.05657
H  1.06836  -1.57235  -0.83671
H  1.80503  -0.71543  0.38438
H  1.37317  -3.10218  1.24068
H  0.21409  -2.03594  2.09991
H  -0.43434  -3.82925  -0.28563
H  -0.97849  -3.91646  1.43840
H  -2.52109  -2.97542  -0.20127
H  -2.18124  -1.91191  1.27979
H  -1.24255  -1.43147  -1.48163
H  -2.33142  -0.33557  -0.61132
H  0.31437  1.20125  1.21498
H  -0.47716  -0.04976  2.15739
H  -1.53822  1.01397  1.21499
C  2.74550  -1.23257  3.25749
O  1.97521  -0.33214  3.60070
N  2.73214  -2.48080  3.80179
N  3.87770  -1.06173  2.52812
H  2.00229  -2.66456  4.46922
H  3.40618  -3.10219  3.40106
H  4.44337  -1.88738  2.53779
H  4.18606  -0.14330  2.22750
C  -4.93876  0.87535  -2.02029
O  -4.28368  0.97911  -0.99015
N  -6.13460  0.23186  -2.08142
N  -4.76025  1.63143  -3.16658
H  -6.43243  -0.32509  -1.29791
H  -6.57985  0.36088  -2.96564
H  -4.09967  2.39393  -3.07174
H  -5.60667  1.83246  -3.66102
C  4.73648  -3.19659  -1.18967
O  5.65636  -2.86598  -1.93179
N  3.78003  -4.02902  -1.63802
N  4.33971  -2.59263  -0.04113
H  3.94673  -4.39772  -2.56087
H  3.03071  -4.49512  -1.14401
H  3.37987  -2.77901  0.18374
H  4.92058  -1.83593  0.27996
C  -3.55535  4.61182  -1.37404
O  -3.86630  4.17088  -2.48931
N  -3.71739  3.86103  -0.26497
N  -3.20244  5.90893  -1.23601
H  -4.28240  3.02804  -0.33671
H  -3.31692  4.24359  0.57335
H  -3.17098  6.49940  -2.05421
H  -3.00600  6.27619  -0.32166
C  -0.42225  -7.25578  0.86914
C  0.52093  -6.39605  0.31497
C  1.60453  -6.04758  1.10473
C  1.73220  -6.38114  2.45575
C  0.69841  -7.13995  3.00317
C  -0.30700  -7.61797  2.21726
O  -1.22654  -8.46357  2.77694
O  2.55803  -5.32794  0.45555
H  -1.30233  -7.70292  0.42504
H  0.40608  -5.96232  -0.66764
H  2.56095  -6.05947  3.07084
H  0.85373  -7.52175  4.00387
H  -2.02911  -8.58352  2.26422
H  3.35014  -5.21153  0.99195
C  7.68908  0.26203  0.10725
C  6.88636  0.82433  1.08535
C  5.51125  1.02475  0.85777
C  5.01156  0.81601  -0.42872
C  5.79223  0.15773  -1.38981
C  7.10883  -0.13272  -1.08210
O  7.80123  -0.84961  -2.01151
O  4.70495  1.55044  1.86784
H  8.74668  0.18115  0.31310
H  7.29962  1.23329  1.99958
H  3.93153  0.81408  -0.53066
H  5.27752  -0.17526  -2.27841
H  7.26966  -1.51220  -2.46951
H  5.31303  2.06965  2.40728
C  -1.15780  3.06433  4.31013
C  -0.32657  1.95802  4.52911
C  -0.74425  0.91130  5.35418
C  -1.98958  0.96687  5.95674
C  -2.86614  2.01198  5.68523
C  -2.45875  3.02571  4.80624
O  -3.30911  4.05993  4.46535
O  -0.20724  -0.33540  5.27262
H  -0.77192  3.69818  3.52320
H  0.59594  1.86382  3.97047
H  -2.43349  0.19090  6.56543
H  -3.87480  1.98044  6.07439
H  -4.19334  3.67835  4.46094
H  0.53300  -0.27882  4.64288
C  2.53944  4.22822  1.14330
C  3.66134  5.00417  0.99422
C  3.51566  6.34552  0.74011
C  2.29371  7.02230  0.71707
C  1.12264  6.24844  0.86428
C  1.30883  4.89261  1.09854
O  0.17664  4.16772  1.41372
O  4.69658  7.08353  0.70196
H  2.53351  3.15932  1.30361
H  4.62633  4.52066  0.93082
H  2.11830  8.06389  0.48944
H  0.14694  6.69519  0.73838
H  -0.65803  4.63080  1.32727
H  4.68710  7.89145  1.21921
C  -7.52845  -2.33690  2.46978
C  -6.35765  -1.76106  2.91818
C  -5.29748  -1.44832  2.06278
C  -5.40640  -1.85709  0.75161
C  -6.53167  -2.53520  0.26142
C  -7.62863  -2.59209  1.08803
O  -8.81714  -3.03697  0.61704
O  -4.12177  -0.91929  2.50452
H  -8.37491  -2.32067  3.14243
H  -6.22288  -1.58835  3.98051
H  -4.58324  -1.64386  0.08071
H  -6.66133  -2.72929  -0.79455
H  -9.36952  -3.45558  1.28070
H  -3.87476  -1.40630  3.29770
C  0.08534  -4.87666  -4.50579
C  0.30308  -3.62504  -3.73731
N  0.53276  -2.67996  -3.12270
H  0.23906  -5.71134  -3.82408
H  0.81229  -4.92526  -5.31403
H  -0.92756  -4.86632  -4.90271
C  0.10578  0.75870  -5.12234
C  -0.66487  -0.40573  -5.54308
N  -1.32670  -1.27223  -5.90924
H  -0.62746  1.56292  -5.05831
H  0.99336  0.98689  -5.70319
H  0.35726  0.44897  -4.10524
C  -1.84775  5.51962  -5.23725
C  -2.74688  6.48789  -4.56281
N  -3.43980  7.24331  -4.04073
H  -2.51907  5.35814  -6.08426
H  -1.83316  4.66559  -4.56203
H  -0.88168  5.95390  -5.47103
C  3.88812  0.85740  -4.88416
C  3.24894  -0.08286  -3.96570
N  2.75519  -0.73964  -3.16291
H  3.70840  0.70315  -5.94602
H  4.97098  0.83402  -4.73966
H  3.70363  1.91062  -4.66732

Löwdin atomic charge list, values in e, 8 entries: -0.062, -0.211, -0.105, -0.204, -0.117, -0.154, -0.147, -0.140



No. 4
The following is a quantum chemistry calculation of the molecule C2H2Cl3F at a distorted geometry, from the OMol25 dataset.

Energy relative to the best compared isomer or geometry (same formula, charge and spin), kcal/mol: 19.57
Structure (SMILES): FCC(Cl)(Cl)Cl
HOMO-LUMO gap, eV: 11.42
Lowest unoccupied orbital energy, eV: 0.45

Geometry (Å):
C  0.28914  0.66934  0.41401
C  -0.18853  -0.54597  -0.28547
H  1.14799  0.28710  1.11972
H  0.76069  1.26440  -0.33119
F  -0.62244  1.35227  0.96822
Cl  1.20454  -1.31050  -0.99320
Cl  -1.10662  -1.66900  0.68598
Cl  -1.48477  -0.04763  -1.57807

Need the natural (NBO) charges? In units of e they are: 0.000, -0.100, 0.176, 0.184, -0.305, 0.057, 0.047, -0.059



No. 5
The following is a quantum chemistry calculation of the molecule C4H7NO2 at a distorted geometry, from the OMol25 dataset.

Energy relative to the best compared isomer or geometry (same formula, charge and spin), kcal/mol: 31.72
Structure (SMILES): O=C1CNC[C@@H]1O
HOMO-LUMO gap, eV: 10.49
Lowest unoccupied orbital energy, eV: 0.90

Geometry (Å):
O  -0.63886  -1.45048  1.67232
C  0.10417  -0.58010  0.87967
C  0.43037  -1.02173  -0.53850
N  0.91946  0.25558  -1.06195
C  -0.04722  1.28123  -0.67782
C  -0.57384  0.74804  0.64757
O  -1.41875  1.22262  1.36720
H  -1.29283  -0.89683  2.13152
H  1.15177  -0.24778  1.20733
H  1.21540  -1.78306  -0.58742
H  -0.46655  -1.39825  -1.04546
H  1.10261  0.22777  -2.05414
H  -0.90275  1.37550  -1.36828
H  0.41702  2.26751  -0.57202

natural (NBO) atomic charge list, values in e, 8 entries: -0.691, -0.018, -0.232, -0.623, -0.342, 0.579, -0.540, 0.489



No. 6
The following is a quantum chemistry calculation of the molecule C6H10O at a distorted geometry, from the OMol25 dataset.

Energy relative to the best compared isomer or geometry (same formula, charge and spin), kcal/mol: 74.10
Structure (SMILES): C[C@H]1C[C@H]1CC=O
HOMO-LUMO gap, eV: 9.23
Lowest unoccupied orbital energy, eV: 1.03

Geometry (Å):
C  -2.05421  -0.26552  0.11899
C  -1.05174  0.71441  -0.45318
C  -0.09988  1.40901  0.49670
C  0.30347  0.27555  -0.79374
C  0.92414  -0.96148  -0.27493
C  2.39908  -0.90773  0.04572
O  3.05029  0.10499  0.12898
H  -2.92438  0.27068  0.51458
H  -1.63546  -0.86408  0.93610
H  -2.41062  -0.95526  -0.65591
H  -1.50275  1.38468  -1.18599
H  -0.04335  2.49981  0.41475
H  -0.07275  1.02975  1.51548
H  1.03336  1.25844  -0.59628
H  0.77982  -1.70747  -1.06835
H  0.43565  -1.38605  0.61876
H  2.86934  -1.89973  0.23832

natural (NBO) atomic charge list, values in e, 8 entries: -0.603, -0.256, -0.433, -0.259, -0.558, 0.455, -0.520, 0.219



No. 7
The following is a quantum chemistry calculation of a structure of composition C4H12NO9Pt at a distorted geometry, from the OMol25 dataset.

Multiplicity: 3
Energy relative to the best compared isomer or geometry (same formula, charge and spin), kcal/mol: 0.00
HOMO-LUMO gap (spin up / spin down), eV: 3.31 / 3.13
Net charge: -3
Lowest unoccupied orbital energy (spin up / spin down), eV: 6.80 / 6.59

Geometry (Å):
Pt  0.11361  -0.01141  -0.51132
O  2.31202  -0.04569  0.13668
C  2.97473  -1.05853  -0.55568
C  2.07624  -1.97675  -1.43835
O  0.94150  -1.47372  -2.09671
H  3.55836  -1.69456  0.13619
H  3.77459  -0.62768  -1.19641
H  1.73905  -2.85303  -0.85761
H  2.69072  -2.44987  -2.23525
O  -0.51493  1.79582  0.63867
C  -1.75974  1.91031  1.24364
C  -1.87319  2.72791  2.60385
O  -1.14761  3.87361  2.80012
H  -2.09563  0.89299  1.52134
H  -2.52185  2.32897  0.54981
H  -1.71493  1.98333  3.42470
H  -2.95144  2.90715  2.86681
N  -0.03594  -2.56928  1.57038
O  0.66122  -2.39198  2.59909
O  -0.50671  -1.55207  0.97440
O  -0.24796  -3.74129  1.18079
O  -1.97565  -0.28463  -1.44695
H  -2.81704  -0.67724  -1.17617
H  -2.18885  0.29052  -2.19122
O  0.60455  1.49361  -2.47838
H  0.33641  2.34292  -2.85178
H  0.56847  0.86060  -3.21062

natural (NBO) atomic charge list, values in e, 8 entries: 1.302, -0.879, -0.062, -0.077, -0.954, 0.096, 0.063, 0.118



No. 8
The following is a quantum chemistry calculation of the molecule C3H3N3OS at a distorted geometry, from the OMol25 dataset.

Energy relative to the best compared isomer or geometry (same formula, charge and spin), kcal/mol: 107.86
Structure (SMILES): Nc1cc(=S)onn1
HOMO-LUMO gap, eV: 7.60
Lowest unoccupied orbital energy, eV: -0.94

Geometry (Å):
C  0.10904  1.43827  -0.15632
C  -0.51696  0.49555  0.59394
C  -0.34158  -0.75401  0.27138
H  0.91708  3.11191  -0.62011
H  -0.51790  3.08053  0.62665
H  -1.04897  0.83114  1.46519
N  -0.03446  2.77184  -0.23049
N  1.57852  -0.11318  -1.06859
N  1.02560  1.01898  -1.13099
O  0.79901  -1.05897  -0.34184
S  -1.20206  -1.96089  0.87622

natural (NBO) atomic charge list, values in e, 8 entries: 0.354, -0.370, 0.136, 0.428, 0.405, 0.241, -0.767, 0.234